Record 1
{
  "formula": "C5H8N",
  "method": "ωB97M-V/def2-TZVPD",
  "gap_ev": 10.6353,
  "smiles": "C1=CC12C[NH2+]C2",
  "max_force_ha_per_bohr": 0.06933,
  "e_lumo_ev": -3.56,
  "e_homo_ev": -14.2,
  "charge": 1,
  "species": ["N", "C", "C", "C", "C", "C", "H", "H", "H", "H", "H", "H", "H", "H"],
  "positions_angstrom": [[-0.187886, 0.343936, 1.445829], [0.612497, -0.050240, -1.880353], [-0.032320, -0.134233, -0.573064], [0.753172, -0.649079, 0.736422], [-0.386018, -0.888455, -1.755127], [-0.720813, 0.941919, 0.171125], [-0.194189, 1.895196, -0.004912], [1.842638, -0.560418, 0.856369], [-0.961918, -1.779009, -1.939822], [0.389317, -1.660797, 1.134776], [0.091791, 1.212791, 2.012406], [-0.925182, -0.147993, 1.965943], [1.513830, 0.368599, -2.254107], [-1.794919, 1.107781, 0.084515]],
  "atomic_forces_ev_per_a": [[-0.459, 2.844, 2.100], [-1.127, -0.963, 0.262], [2.024, -1.015, 0.093], [-2.355, -1.161, 0.049], [0.818, -0.193, -0.130], [0.219, 0.959, -0.241], [-0.387, -0.186, 0.283], [-0.574, 0.493, 0.014], [-0.005, 0.173, -0.717], [0.920, 1.242, -0.796], [0.245, -2.209, -0.356], [0.425, 0.211, -0.051], [0.206, 0.133, -0.819], [0.050, -0.327, 0.308]]
}


Record 2
{
  "formula": "CH2Cl2O",
  "method": "ωB97M-V/def2-TZVPD",
  "gap_ev": 11.7728,
  "smiles": "OC(Cl)Cl",
  "max_force_ha_per_bohr": 0.10257,
  "e_lumo_ev": 0.75,
  "e_homo_ev": -11.0,
  "species": ["Cl", "Cl", "O", "C", "H", "H"],
  "positions_angstrom": [[-0.800789, 0.349747, -1.531227], [1.463741, 1.080745, 0.002530], [0.050058, -1.005328, 0.723638], [-0.130891, 0.391260, 0.076653], [-0.699362, 0.928275, 0.735764], [0.117243, -1.744697, -0.007357]],
  "atomic_forces_ev_per_a": [[-0.482, -0.243, -0.038], [0.618, 0.513, 0.085], [-0.777, 0.758, -3.156], [2.402, -4.693, -0.168], [-1.577, 1.163, 1.471], [-0.184, 2.501, 1.806]]
}


Record 3
{
  "formula": "C5H10O",
  "method": "ωB97M-V/def2-TZVPD",
  "gap_ev": 10.7725,
  "smiles": "C=CCC.C=O",
  "max_force_ha_per_bohr": 0.00988,
  "e_lumo_ev": 0.89,
  "e_homo_ev": -9.9,
  "species": ["O", "C", "C", "C", "C", "C", "H", "H", "H", "H", "H", "H", "H", "H", "H", "H"],
  "positions_angstrom": [[0.969664, -0.509792, 3.206692], [0.399767, 1.719057, 0.549777], [-0.464259, 0.389444, -1.405900], [-0.613302, -1.135221, -1.416452], [0.947550, -0.919378, 2.074725], [-0.540009, 0.969254, -0.021049], [1.817721, -0.833855, 1.393439], [-0.675506, -1.518246, -2.440253], [-1.262967, 0.828636, -2.019090], [0.240722, -1.620256, -0.929001], [-1.522624, -1.445994, -0.888162], [0.057713, -1.418907, 1.640776], [0.288774, 2.102480, 1.560602], [0.485730, 0.677525, -1.872912], [-1.448220, 0.740272, 0.541352], [1.319246, 1.974982, 0.025456]],
  "atomic_forces_ev_per_a": [[-0.004, -0.200, -0.467], [-0.121, -0.082, -0.072], [0.023, 0.052, -0.053], [-0.004, -0.068, 0.009], [0.012, 0.053, 0.287], [0.121, 0.129, 0.059], [-0.059, 0.027, 0.132], [0.023, 0.055, 0.152], [0.092, -0.059, 0.092], [-0.133, 0.082, -0.064], [0.126, 0.050, -0.081], [0.074, 0.069, 0.119], [-0.002, -0.068, -0.155], [-0.140, -0.023, 0.070], [0.127, 0.035, -0.067], [-0.137, -0.052, 0.040]]
}


Record 4
{
  "formula": "C16H48O20PY",
  "method": "ωB97M-V/def2-TZVPD",
  "gap_ev": 7.9564,
  "max_force_ha_per_bohr": 0.03801,
  "e_lumo_ev": -0.99,
  "e_homo_ev": -8.9,
  "species": ["Y", "P", "O", "O", "O", "O", "O", "O", "O", "O", "O", "O", "O", "O", "O", "O", "O", "O", "O", "O", "O", "O", "C", "C", "C", "C", "C", "C", "C", "C", "C", "C", "C", "C", "C", "C", "C", "C", "H", "H", "H", "H", "H", "H", "H", "H", "H", "H", "H", "H", "H", "H", "H", "H", "H", "H", "H", "H", "H", "H", "H", "H", "H", "H", "H", "H", "H", "H", "H", "H", "H", "H", "H", "H", "H", "H", "H", "H", "H", "H", "H", "H", "H", "H", "H", "H"],
  "positions_angstrom": [[-2.023631, -11.591155, 23.728482], [-2.272435, -9.175282, 22.818208], [-2.707507, -13.248111, 21.999923], [-0.648130, -8.420573, 25.913737], [1.379298, -10.649109, 21.407952], [-4.555758, -12.105233, 23.889959], [-5.931037, -9.960250, 22.457331], [-1.713054, -5.196482, 20.871937], [1.567243, -9.355587, 24.134991], [-2.592019, -9.509633, 24.305668], [-3.067513, -10.345239, 22.167103], [-4.491610, -11.371065, 20.118541], [-2.526578, -7.771724, 22.362224], [-4.567230, -6.221080, 21.347008], [-0.211793, -12.452109, 22.523632], [-0.851432, -9.852235, 22.713374], [-0.932586, -8.370187, 19.750353], [4.096321, -9.946409, 21.504852], [-2.161423, -7.520967, 17.373016], [-2.447585, -6.070978, 24.501520], [-4.509750, -8.105196, 25.809263], [-2.899443, -12.045854, 26.042235], [-3.744670, -5.872918, 25.045569], [-1.797032, -8.882096, 17.610124], [-1.717698, -13.682471, 21.026766], [-5.056857, -11.768023, 25.196850], [2.000543, -9.833604, 20.379729], [-6.192401, -9.828071, 21.047534], [-3.979789, -6.829775, 26.206277], [-5.870788, -11.062988, 20.233285], [-4.169748, -4.870945, 21.125324], [-0.330656, -13.572791, 21.628186], [-1.918313, -9.185405, 19.085183], [-4.229766, -12.608982, 26.163268], [3.432797, -10.310290, 20.295180], [0.477308, -7.609566, 25.548732], [-2.913288, -4.735006, 20.298130], [1.708205, -8.443346, 25.233921], [-5.681792, -8.958898, 20.619683], [-3.838576, -4.852716, 25.426993], [-3.814160, -8.546545, 25.297068], [-1.779437, -7.017541, 18.104028], [-6.153128, -10.674250, 19.238135], [2.456700, -7.726140, 24.874548], [-4.001838, -10.900353, 20.830784], [-4.878810, -10.725275, 25.466764], [0.674522, -6.910202, 26.355252], [-4.490153, -5.996988, 24.252837], [-1.876524, -5.994328, 21.390414], [0.441744, -13.575843, 20.864598], [2.083322, -9.014828, 26.083561], [-0.789666, -9.028640, 17.216418], [0.616755, -11.959896, 22.320275], [-7.240498, -9.536686, 20.941208], [-3.782242, -6.748235, 21.562823], [-1.844192, -12.970777, 20.204678], [-3.488733, -13.768498, 21.784940], [-2.450799, -6.732922, 23.787506], [1.460368, -10.088652, 19.464224], [0.672471, -9.347302, 23.753624], [3.497545, -10.173768, 22.228755], [-4.604197, -12.415639, 27.166642], [-6.112620, -12.042986, 25.215868], [0.197783, -7.125711, 24.607755], [-1.857386, -14.702299, 20.674600], [-6.492024, -11.931280, 20.454056], [-1.212907, -8.333089, 20.673437], [-4.065910, -4.374504, 22.100011], [-2.520675, -9.510096, 17.087491], [3.559244, -11.378137, 20.087188], [-1.208451, -8.560832, 25.137427], [-2.792427, -3.656930, 20.131927], [-1.672920, -10.238832, 19.269938], [1.982792, -8.787130, 20.665375], [0.598224, -10.152662, 21.717257], [-5.132600, -11.598950, 23.258791], [-5.155153, -9.415166, 22.652760], [-4.999105, -4.348620, 20.645272], [-4.761109, -6.403080, 26.845260], [-2.656110, -11.582846, 26.850180], [3.953600, -9.813384, 19.472987], [-2.908912, -8.937028, 19.463628], [-4.267329, -13.655260, 25.874275], [-3.056884, -6.985572, 26.765403], [-3.064025, -5.152860, 19.294611], [-0.202765, -14.436307, 22.291920]],
  "atomic_forces_ev_per_a": [[-1.174, 0.333, -0.762], [0.094, -0.687, -0.494], [0.807, -1.271, 0.222], [0.508, -0.112, 0.363], [-0.092, 0.464, 0.053], [-0.076, 0.678, -0.119], [0.254, -0.100, -0.112], [-0.059, -0.106, 0.265], [-0.302, -0.163, 0.274], [-0.097, 0.377, 1.075], [-0.714, 0.048, -0.738], [-0.075, -0.145, 0.726], [0.653, -0.828, -0.114], [-0.094, 0.064, -0.366], [0.039, -0.360, -0.240], [0.397, 1.010, 0.368], [-0.445, -0.291, -0.009], [0.107, -0.267, -0.259], [-0.066, -0.192, 0.019], [0.299, 0.356, 0.066], [0.291, 0.127, -0.055], [0.712, -0.826, -0.279], [0.400, -0.596, -0.095], [-0.763, 0.699, 0.190], [0.288, 1.753, -0.452], [0.126, -1.060, 0.207], [0.109, -1.946, -0.149], [-0.172, 0.203, 0.484], [-1.117, -0.190, -0.169], [0.041, 1.388, -1.355], [-0.091, -0.358, 0.665], [-0.330, -0.876, 1.289], [1.292, 0.047, 0.012], [-0.826, 1.572, -0.410], [0.479, 0.724, 0.315], [-0.705, -1.296, -0.819], [-0.248, 0.917, -0.490], [0.235, 0.261, -0.810], [0.447, -0.159, 0.248], [0.331, 0.068, -0.109], [0.016, -0.060, -0.040], [0.078, 0.047, -0.036], [-0.298, -0.637, -0.029], [0.230, -0.019, 0.539], [-0.020, -0.237, -0.164], [-0.297, 0.151, -0.330], [0.056, 0.206, -0.076], [-0.211, -0.107, 0.207], [0.040, -0.038, -0.056], [0.019, 0.196, -0.024], [-0.046, 0.142, 0.149], [0.096, -0.397, 0.193], [-0.207, 0.296, -0.276], [-0.160, -0.486, -0.018], [-0.204, 0.018, 0.165], [0.155, -0.277, -0.172], [-0.421, 0.514, 0.363], [-0.384, 0.380, 0.137], [0.086, 0.698, -0.179], [0.050, 0.170, 0.172], [-0.029, 0.070, 0.030], [0.096, -0.410, 0.109], [-0.022, 0.213, 0.279], [0.192, 0.636, 0.262], [-0.282, -0.027, 0.132], [0.098, -0.101, 0.302], [0.199, 0.362, -0.053], [0.360, 0.013, -0.034], [0.148, 0.018, -0.230], [-0.470, -0.136, 0.176], [-0.110, 0.026, 0.353], [0.169, -0.058, 0.043], [-0.308, -0.061, 0.020], [-0.207, 0.113, -0.180], [-0.113, 0.016, 0.054], [0.690, 0.042, -0.016], [-0.139, -0.164, 0.052], [0.033, -0.184, -0.302], [0.213, -0.042, 0.130], [0.038, 0.121, -0.068], [-0.052, 0.223, 0.110], [-0.165, -0.140, -0.135], [0.369, -0.107, 0.211], [0.096, 0.256, 0.051], [-0.095, -0.312, 0.107], [0.250, -0.185, -0.364]]
}


Record 5
{
  "formula": "C4H7NS",
  "method": "ωB97M-V/def2-TZVPD",
  "gap_ev": 9.2175,
  "smiles": "C/C=C/C=N\\S",
  "max_force_ha_per_bohr": 0.04152,
  "e_lumo_ev": 0.66,
  "e_homo_ev": -8.6,
  "species": ["S", "N", "C", "C", "C", "C", "H", "H", "H", "H", "H", "H", "H"],
  "positions_angstrom": [[3.068686, -0.730091, -0.053045], [2.490625, 0.843887, 0.046578], [-2.298710, -0.624483, 0.018355], [-1.095199, 0.280310, -0.081038], [1.236177, 1.043078, -0.046408], [0.215632, -0.037861, -0.090056], [-2.949611, -0.701439, -0.881535], [-2.996371, -0.326444, 0.845836], [-1.342960, 1.315699, -0.232212], [4.324699, -0.328073, 0.169706], [0.519703, -1.094899, -0.049983], [-1.984197, -1.659221, 0.298388], [0.811530, 2.019535, 0.055417]],
  "atomic_forces_ev_per_a": [[0.417, -0.119, 0.070], [-0.422, 0.942, -0.191], [-0.244, -1.123, 0.824], [0.140, -0.425, -0.528], [-0.407, -2.077, 0.278], [-0.978, 0.087, 0.088], [0.719, 0.291, 0.346], [0.715, 0.098, -0.647], [-0.022, 0.540, 0.208], [0.081, -0.249, -0.040], [-0.054, 0.552, 0.086], [-0.175, 0.663, -0.395], [0.229, 0.819, -0.099]]
}


Record 6
{
  "formula": "C5H15N2",
  "method": "ωB97M-V/def2-TZVPD",
  "gap_ev": [8.8227, 8.8195],
  "max_force_ha_per_bohr": 0.05161,
  "e_lumo_ev": [-3.45, -3.26],
  "e_homo_ev": [-12.3, -12.1],
  "charge": 1,
  "species": ["N", "N", "C", "C", "C", "C", "C", "H", "H", "H", "H", "H", "H", "H", "H", "H", "H", "H", "H", "H", "H", "H"],
  "positions_angstrom": [[0.843366, -1.449422, 1.129867], [0.368189, 0.596311, -0.058279], [-1.975893, -1.798752, -0.519841], [1.766271, 1.076181, 0.014395], [-0.245206, 1.062752, -1.314431], [-0.390982, 1.133842, 1.084092], [0.389026, -0.873057, -0.043514], [0.088267, 0.856092, 2.019713], [0.265840, -1.332674, 1.952589], [-1.407243, 0.742369, 1.063553], [2.327514, 0.713687, -0.845033], [2.234298, 0.696355, 0.921037], [1.141988, -2.407963, 1.025570], [-1.634939, -2.662511, -1.052079], [-2.496380, -1.054471, -1.086346], [-2.282913, -1.946721, 0.497049], [-1.240632, 0.637069, -1.408895], [-0.314075, 2.149214, -1.316102], [1.793055, 2.163832, 0.021335], [-0.420800, 2.221266, 1.027234], [0.841366, -1.266317, -0.943798], [0.349884, 0.742918, -2.168118]],
  "atomic_forces_ev_per_a": [[0.068, 0.317, -0.018], [0.105, 0.074, 0.021], [1.772, 0.865, 0.397], [1.025, 0.385, 0.133], [-0.470, 0.228, -0.802], [-0.540, 0.280, 0.684], [-1.945, -1.796, -0.189], [0.081, -0.031, -0.077], [0.008, -0.105, -0.105], [0.074, -0.050, -0.116], [-0.141, -0.040, -0.028], [-0.152, -0.012, -0.049], [0.040, 0.051, -0.008], [0.124, -0.280, -0.193], [-0.255, 0.180, -0.192], [-0.078, -0.020, 0.298], [0.088, 0.022, 0.131], [0.134, -0.041, 0.129], [-0.157, 0.010, -0.024], [0.074, -0.077, -0.110], [0.058, 0.096, -0.010], [0.088, -0.058, 0.129]]
}


Record 7
{
  "formula": "C2H3NO2S",
  "method": "ωB97M-V/def2-TZVPD",
  "gap_ev": 10.6992,
  "smiles": "C#CS(N)(=O)=O",
  "max_force_ha_per_bohr": 0.15086,
  "e_lumo_ev": 0.26,
  "e_homo_ev": -10.4,
  "species": ["S", "O", "O", "N", "C", "C", "H", "H", "H"],
  "positions_angstrom": [[0.563294, 0.812993, -0.126291], [1.623068, 1.151899, -0.999605], [-0.505122, 2.094948, 0.393005], [1.111381, -0.130023, 1.149608], [-0.562840, -0.343659, -0.871869], [-1.525520, -1.030657, -1.164789], [-2.211406, -1.656755, -1.524974], [0.826537, 0.188331, 2.080684], [0.680607, -1.087077, 1.064231]],
  "atomic_forces_ev_per_a": [[-5.923, 4.405, 2.284], [0.374, -0.140, -0.182], [4.871, -5.748, -1.849], [-1.031, -1.137, -0.004], [-0.903, -0.179, 0.228], [4.246, 3.040, 1.322], [-2.456, -2.029, -1.093], [0.067, 0.579, -0.544], [0.755, 1.208, -0.163]]
}


Record 8
{
  "formula": "C4H4N2O",
  "method": "ωB97M-V/def2-TZVPD",
  "gap_ev": 9.9330,
  "smiles": "[H]/N=C/N=C=O.C#C",
  "max_force_ha_per_bohr": 0.01391,
  "e_lumo_ev": 0.43,
  "e_homo_ev": -9.5,
  "species": ["O", "N", "N", "C", "C", "C", "C", "H", "H", "H", "H"],
  "positions_angstrom": [[2.244771, -1.179647, 0.716201], [-1.370307, 0.078873, 0.535559], [0.099865, -1.559425, -0.168394], [0.206822, 1.514180, 0.030785], [-1.118620, -0.984430, -0.149612], [1.183011, -1.027786, 0.224516], [1.226580, 0.940468, -0.360925], [2.218880, 1.062426, -0.756710], [-2.320148, 0.401847, 0.355636], [-1.865334, -1.494593, -0.764909], [-0.508366, 2.243364, 0.339280]],
  "atomic_forces_ev_per_a": [[-0.618, 0.188, -0.307], [-0.040, -0.300, -0.120], [0.272, 0.224, 0.050], [0.411, -0.143, -0.167], [-0.052, 0.202, 0.045], [0.395, -0.477, 0.305], [-0.499, 0.476, 0.073], [-0.182, -0.212, 0.081], [0.080, -0.006, 0.033], [0.133, 0.126, 0.049], [0.102, -0.078, -0.043]]
}